[1]
Molecular formula: C7H8N2
Method: DFT, ωB97M-V/def2-TZVPD

Results
- calculated total energy (eV) = -10363.74069
- highest occupied orbital energy (eV) = -8.50
- strongest force on any atom (eV/A) = 5.18
- SMILES = C=C=C=N[C@H](C)C=C=N
- 2S+1 = 1
- LUMO energy (Ha) = -0.0066
- ΔE to the lowest compared entry with this formula, charge and spin (kJ/mol) = 428.6

Bonds (Å) are listed after each position.
CARTESIAN COORDINATES (ANGSTROEM)
1 C 3.364 0.904 0.485  C2 1.303, H10 1.038, H11 1.134
2 C 2.152 0.909 0.007  C1 1.303, C3 1.264
3 C 0.911 0.961 -0.229  C2 1.264, N4 1.251
4 N -0.283 1.147 -0.554  C3 1.251, C5 1.457
5 C -1.361 0.169 -0.493  N4 1.457, C6 1.557, C7 1.512, H12 1.079
6 C -2.714 0.731 0.036  C5 1.557, H13 1.022, H14 1.175, H15 1.188
7 C -0.919 -0.989 0.374  C5 1.512, C8 1.332, H16 1.017
8 C 0.098 -1.737 -0.050  C7 1.332, N9 1.213
9 N 0.799 -2.535 -0.635  C8 1.213, H17 0.927
10 H 3.833 0.073 0.892  C1 1.038
11 H 4.086 1.709 0.142  C1 1.134
12 H -1.489 -0.265 -1.471  C5 1.079
13 H -3.041 1.536 -0.500  C6 1.022
14 H -3.423 -0.204 0.080  C6 1.175
15 H -2.577 1.071 1.167  C6 1.188
16 H -1.155 -1.041 1.362  C7 1.017
17 H 1.721 -2.438 -0.612  N9 0.927

---

[2]
Molecular formula: C7H8N2O
Method: DFT, ωB97M-V/def2-TZVPD

Results
- calculated total energy (eV) = -12413.35057
- highest occupied orbital energy (eV) = -7.71
- strongest force on any atom (eV/A) = 7.00
- SMILES = CCn1cccc1N=C=O
- 2S+1 = 1
- LUMO energy (Ha) = 0.0197
- ΔE to the lowest compared entry with this formula, charge and spin (kJ/mol) = 294.1

Bonds (Å) are listed after each position.
CARTESIAN COORDINATES (ANGSTROEM)
1 C 1.002 2.088 1.068  C2 1.543, H11 1.161, H12 1.092, H13 1.138
2 C 1.207 0.586 0.782  C1 1.543, N3 1.491, H14 1.057, H15 1.149
3 N 0.076 -0.038 0.038  C2 1.491, C4 1.455, C7 1.404
4 C -1.234 0.487 0.393  N3 1.455, C5 1.329, H16 1.072
5 C -2.290 -0.181 -0.060  C4 1.329, C6 1.376, H17 1.037
6 C -1.742 -1.155 -0.864  C5 1.376, C7 1.398, H18 1.062
7 C -0.348 -1.101 -0.776  N3 1.404, C6 1.398, N8 1.306
8 N 0.492 -1.888 -1.392  C7 1.306, C9 1.161
9 C 1.425 -2.401 -1.855  N8 1.161, O10 1.150
10 O 2.171 -3.253 -2.055  C9 1.150
11 H 0.589 2.574 0.097  C1 1.161
12 H 2.004 2.202 1.487  C1 1.092
13 H 0.115 2.181 1.775  C1 1.138
14 H 1.827 0.408 -0.056  C2 1.057
15 H 1.693 0.028 1.662  C2 1.149
16 H -1.422 1.402 0.917  C4 1.072
17 H -3.270 -0.064 0.255  C5 1.037
18 H -2.295 -1.874 -1.416  C6 1.062

---

[3]
Molecular formula: C7H8N2O2S
Method: DFT, ωB97M-V/def2-TZVPD

Results
- calculated total energy (eV) = -25295.72169
- highest occupied orbital energy (eV) = -9.03
- strongest force on any atom (eV/A) = 3.25
- SMILES = N#C[C@]1(S(N)(=O)=O)C=CC=CC1
- 2S+1 = 1
- LUMO energy (Ha) = -0.0056
- ΔE to the lowest compared entry with this formula, charge and spin (kJ/mol) = 391.7

Bonds (Å) are listed after each position.
CARTESIAN COORDINATES (ANGSTROEM)
1 N -2.362 2.102 -0.487  C2 1.147
2 C -1.352 1.661 -0.171  N1 1.147, C3 1.450
3 C -0.144 0.895 0.069  C2 1.450, S4 1.998, C8 1.489, C12 1.484
4 S -1.176 -0.815 0.115  C3 1.998, N5 1.667, O6 1.429, O7 1.463
5 N -2.277 -0.625 -1.122  S4 1.667, H13 1.011, H14 0.987
6 O -0.543 -2.074 -0.123  S4 1.429
7 O -1.931 -0.770 1.368  S4 1.463
8 C 0.463 0.841 1.427  C3 1.489, C9 1.347, H15 1.094
9 C 1.331 -0.165 1.647  C8 1.347, C10 1.493, H16 1.076
10 C 1.951 -0.860 0.479  C9 1.493, C11 1.340, H17 1.040
11 C 1.822 -0.340 -0.749  C10 1.340, C12 1.545, H18 1.109
12 C 0.851 0.829 -1.030  C3 1.484, C11 1.545, H19 1.076, H20 1.131
13 H -2.130 -1.432 -1.714  N5 1.011
14 H -3.188 -0.599 -0.743  N5 0.987
15 H -0.198 1.348 2.136  C8 1.094
16 H 1.799 -0.276 2.610  C9 1.076
17 H 2.458 -1.742 0.694  C10 1.040
18 H 2.704 -0.541 -1.388  C11 1.109
19 H 1.473 1.703 -0.931  C12 1.076
20 H 0.450 0.860 -2.087  C12 1.131

---

[4]
Molecular formula: C7H8N2O2S
Method: DFT, ωB97M-V/def2-TZVPD

Results
- calculated total energy (eV) = -25290.38320
- highest occupied orbital energy (spin up / spin down) (eV) = -7.85 / -7.86
- strongest force on any atom (eV/A) = 3.23
- 2S+1 = 1
- LUMO energy (spin up / spin down) (Ha) = -0.0193 / -0.0193
- ΔE to the lowest compared entry with this formula, charge and spin (kJ/mol) = 906.8

Bonds (Å) are listed after each position.
CARTESIAN COORDINATES (ANGSTROEM)
1 C -1.955 -1.062 -3.005  C3 1.325, N8 1.437, H13 1.092
2 C 0.134 -0.962 -2.437  N8 1.289, N9 1.316, H14 1.087
3 C -1.891 -0.926 -1.689  C1 1.325, N9 1.421, S12 1.797
4 C -2.673 0.316 0.655  O10 1.439, S12 1.770, H15 1.156
5 C -0.064 -1.011 0.015  C6 1.452, N9 1.402
6 C 1.079 -0.143 0.233  C5 1.452, C7 1.632, H16 1.067, H17 1.079
7 C 0.824 0.656 1.634  C6 1.632, O11 1.370, H18 1.097, H19 1.060
8 N -0.601 -1.131 -3.482  C1 1.437, C2 1.289
9 N -0.525 -0.873 -1.302  C2 1.316, C3 1.421, C5 1.402
10 O -3.762 0.596 -0.242  C4 1.439, S12 1.607
11 O 1.898 1.502 1.730  C7 1.370, H20 0.952
12 S -3.237 -0.901 -0.498  C3 1.797, C4 1.770, O10 1.607
13 H -2.767 -0.896 -3.716  C1 1.092
14 H 1.214 -0.890 -2.545  C2 1.087
15 H -3.046 0.234 1.747  C4 1.156
16 H 1.392 0.569 -0.498  C6 1.067
17 H 1.809 -0.866 0.562  C6 1.079
18 H 0.784 -0.031 2.488  C7 1.097
19 H -0.075 1.216 1.642  C7 1.060
20 H 2.245 1.601 2.611  O11 0.952

---

[5]
Molecular formula: C7H8N3
Method: DFT, ωB97M-V/def2-TZVPD

Results
- calculated total energy (eV) = -11850.63777
- total charge = +1
- highest occupied orbital energy (eV) = -12.82
- strongest force on any atom (eV/A) = 6.45
- SMILES = C=C1C[NH+]=C2C=CC=NN12
- 2S+1 = 1
- LUMO energy (Ha) = -0.1867
- ΔE to the lowest compared entry with this formula, charge and spin (kJ/mol) = 27.2

Bonds (Å) are listed after each position.
CARTESIAN COORDINATES (ANGSTROEM)
1 C -0.954 0.316 2.513  C2 1.328, H11 1.076, H12 1.074
2 C -0.252 0.494 1.399  C1 1.328, C3 1.516, N10 1.389
3 C 0.730 1.601 1.070  C2 1.516, N4 1.454, H13 1.096, H14 1.097
4 N 1.028 1.431 -0.342  C3 1.454, C5 1.308, H15 1.009
5 C 0.518 0.353 -0.880  N4 1.308, C6 1.379, N10 1.606
6 C 0.512 -0.336 -2.075  C5 1.379, C7 1.385, H16 1.080
7 C -0.154 -1.550 -2.126  C6 1.385, C8 1.405, H17 1.078
8 C -0.833 -2.074 -1.013  C7 1.405, N9 1.312, H18 1.079
9 N -0.925 -1.454 0.140  C8 1.312, N10 1.271
10 N -0.338 -0.337 0.290  C2 1.389, C5 1.606, N9 1.271
11 H -1.649 -0.500 2.605  C1 1.076
12 H -0.842 0.974 3.354  C1 1.074
13 H 0.307 2.592 1.270  C3 1.096
14 H 1.650 1.503 1.659  C3 1.097
15 H 1.644 2.068 -0.824  N4 1.009
16 H 1.030 0.064 -2.933  C6 1.080
17 H -0.152 -2.110 -3.048  C7 1.078
18 H -1.320 -3.035 -1.058  C8 1.079

---

[6]
Molecular formula: C7H8N3O
Method: DFT, ωB97M-V/def2-TZVPD

Results
- calculated total energy (eV) = -13899.18610
- total charge = +1
- highest occupied orbital energy (eV) = -12.63
- strongest force on any atom (eV/A) = 5.36
- SMILES = [NH2+]=C1COc2cccnc2N1
- 2S+1 = 1
- LUMO energy (Ha) = -0.1420
- ΔE to the lowest compared entry with this formula, charge and spin (kJ/mol) = 90.6

Bonds (Å) are listed after each position.
CARTESIAN COORDINATES (ANGSTROEM)
1 N -3.099 0.765 0.125  C2 1.311, H12 1.016, H13 0.972
2 C -1.871 0.322 0.008  N1 1.311, C3 1.473, N11 1.277
3 C -1.683 -1.128 -0.180  C2 1.473, O4 1.413, H14 1.135, H15 1.144
4 O -0.378 -1.611 0.060  C3 1.413, C5 1.343
5 C 0.683 -0.796 -0.059  O4 1.343, C6 1.417, C10 1.450
6 C 2.029 -1.235 -0.053  C5 1.417, C7 1.420, H16 1.171
7 C 3.056 -0.263 0.070  C6 1.420, C8 1.391, H17 1.112
8 C 2.763 1.095 0.005  C7 1.391, N9 1.336, H18 1.096
9 N 1.504 1.534 -0.075  C8 1.336, C10 1.316
10 C 0.533 0.646 -0.042  C5 1.450, N9 1.316, N11 1.423
11 N -0.829 1.060 -0.019  C2 1.277, C10 1.423, H19 1.094
12 H -3.813 0.043 0.181  N1 1.016
13 H -3.354 1.645 0.446  N1 0.972
14 H -2.349 -1.479 0.669  C3 1.135
15 H -2.212 -1.594 -1.082  C3 1.144
16 H 2.379 -2.298 -0.400  C6 1.171
17 H 4.066 -0.722 0.150  C7 1.112
18 H 3.529 1.874 0.104  C8 1.096
19 H -0.956 2.141 0.093  N11 1.094